# C2H3N3O2

A structure of composition C2H3N3O2 in a non-equilibrium geometry (wB97M-V/def2-TZVPD, OMol25).

Its multiplicity is 1. As for the total charge: 0. For the HOMO energy, the calculation gives -9.830 eV. The energy is -392.53452 hartree. As for the energy above the lowest of the compared OMol25 structures with the same formula, charge and spin: 162.54 kcal per mole.

Element x y z (Å)
C: 1.06 1.35 0.42
C: 0.17 0.20 0.02
N: 0.43 1.50 -0.68
N: -1.69 -0.27 0.17
N: 0.93 -0.91 -0.52
O: -2.04 -1.42 0.21
O: -2.31 0.74 0.31
H: 1.81 1.81 0.99
H: 1.15 -1.51 0.25
H: 0.48 -1.50 -1.18

These are the Löwdin partial charges, in e, on atoms 1 to 6: 0.006, -0.274, 0.169, -0.313, 0.076, 0.058